No. 1
{
  "formula": "C10H10OP2",
  "method": "wB97M-V/def2-TZVPD",
  "gap_ev": [5.82, 6.12],
  "e_above_lowest_kcal_mol": 136.8,
  "mol_weight_g_mol": 208.14,
  "lumo_energy_ev": [-1.378, -1.278],
  "symbols": ["C", "C", "C", "C", "C", "C", "C", "C", "C", "C", "O", "P", "P", "H", "H", "H", "H", "H", "H", "H", "H", "H", "H"],
  "positions_angstrom": [[-3.057, 0.432, 0.212], [-2.210, 1.394, -0.387], [-2.601, -0.509, 1.109], [-0.856, 1.283, -0.100], [-1.230, -0.558, 1.318], [-0.389, 0.290, 0.683], [2.714, 0.797, -0.700], [2.522, 1.118, 0.573], [1.207, -0.978, -0.392], [1.879, -0.160, -1.409], [1.299, -0.668, 2.500], [0.021, -3.591, -0.091], [1.371, -0.128, 1.154], [-4.178, 0.506, -0.036], [-2.523, 2.081, -1.257], [-3.332, -1.185, 1.591], [-0.182, 1.858, -0.681], [-0.606, -1.127, 1.903], [3.399, 1.268, -1.375], [3.095, 1.790, 1.078], [1.188, 0.426, -1.965], [2.367, -0.777, -2.119], [0.103, -3.563, -1.610]]
}



No. 2
{
  "formula": "C2HCl2NO",
  "method": "wB97M-V/def2-TZVPD",
  "gap_ev": 12.07,
  "smiles": "N#CC(O)(Cl)Cl",
  "e_above_lowest_kcal_mol": 11.1,
  "mol_weight_g_mol": 125.94,
  "lumo_energy_ev": 0.306,
  "symbols": ["C", "C", "N", "O", "Cl", "Cl", "H"],
  "positions_angstrom": [[-0.930, 0.686, 0.637], [-0.027, -0.158, -0.110], [-1.683, 1.337, 1.194], [1.355, 0.324, 0.050], [-0.198, -1.847, 0.406], [-0.475, -0.009, -1.852], [1.956, -0.332, -0.325]]
}



No. 3
{
  "formula": "C4H7N",
  "method": "wB97M-V/def2-TZVPD",
  "gap_ev": [7.71, 7.71],
  "e_above_lowest_kcal_mol": 139.5,
  "mol_weight_g_mol": 69.11,
  "lumo_energy_ev": [0.578, 0.577],
  "symbols": ["C", "C", "C", "C", "N", "H", "H", "H", "H", "H", "H", "H"],
  "positions_angstrom": [[1.675, -0.635, -0.029], [-0.013, 0.840, -0.920], [-0.945, 0.377, 0.085], [-2.085, -0.232, 0.429], [0.356, -0.439, -0.629], [0.596, 1.737, -1.012], [-0.584, 1.441, 0.521], [1.852, 0.056, 0.807], [1.761, -1.664, 0.324], [2.439, -0.480, -0.795], [-2.912, 0.310, 0.866], [-2.141, -1.310, 0.352]]
}



No. 4
{
  "formula": "C11H10F9NOZn",
  "method": "wB97M-V/def2-TZVPD",
  "gap_ev": [2.94, 3.68],
  "e_above_lowest_kcal_mol": 16.8,
  "mol_weight_g_mol": 408.58,
  "lumo_energy_ev": [4.630, 4.570],
  "charge": -2,
  "symbols": ["C", "C", "C", "C", "C", "Zn", "N", "C", "C", "H", "H", "H", "H", "H", "H", "H", "H", "H", "H", "F", "C", "F", "F", "C", "O", "C", "F", "F", "F", "C", "F", "F", "F"],
  "positions_angstrom": [[1.597, 2.693, -2.142], [0.467, 3.074, -1.327], [-0.429, 1.975, -1.317], [0.117, 0.932, -2.097], [1.379, 1.366, -2.605], [0.825, 0.139, 0.817], [2.681, -1.477, -2.082], [1.530, 1.411, 1.835], [0.391, 2.167, 2.182], [-1.383, 1.944, -0.782], [0.334, 4.024, -0.823], [-0.334, -0.037, -2.289], [2.041, 0.785, -3.232], [2.462, 3.333, -2.363], [0.277, 3.202, 1.818], [1.842, 0.520, 2.430], [3.184, -1.459, -1.177], [-0.356, 1.823, 2.920], [2.291, 1.979, 1.270], [-1.101, -1.018, 2.866], [-1.955, -1.538, 1.923], [-2.397, -2.733, 2.378], [-3.000, -0.684, 1.837], [-1.215, -1.676, 0.541], [-0.743, -0.443, 0.130], [-0.027, -2.682, 0.671], [-0.380, -3.917, 1.054], [0.664, -2.762, -0.496], [0.893, -2.197, 1.612], [-2.197, -2.101, -0.612], [-2.751, -3.316, -0.388], [-3.184, -1.184, -0.753], [-1.526, -2.144, -1.796]]
}